Formula: C5H13NO
Source: OMol25
Level of theory: the ωB97M-V functional and the def2-TZVPD basis

- LUMO (eV) = 0.807
- SMILES = CC/C(C)=C/N.O
- net charge = 0

```
20
Properties=species:S:1:pos:R:3:forces:R:3
C -2.6157 0.4300 0.8564 0.884 -3.283 -1.881
C -1.4533 0.7909 -0.0943 -1.461 2.762 0.786
C -0.1261 0.4037 0.4170 2.421 -2.372 0.591
C 0.7564 -0.4625 -0.2460 -1.397 2.629 -0.686
N 2.1579 -0.5757 -0.1418 -2.491 0.800 0.595
C 0.2143 0.4707 1.9279 1.769 1.745 0.777
H -3.5518 0.5992 0.4159 -1.371 0.490 -0.905
H -2.6313 0.9215 1.7531 0.352 1.317 2.304
H -2.6345 -0.6986 1.0649 0.305 1.446 -0.142
H -1.5887 1.9517 -0.3597 0.825 -1.805 1.229
H -1.6649 0.5064 -1.0857 -0.001 -1.437 -1.223
H 0.3963 -1.0228 -1.0595 -0.652 -0.126 -1.555
H 2.3073 -0.4998 0.8263 1.629 -0.148 1.363
H 2.5293 -1.3477 -0.6378 0.473 -0.837 -0.033
H 1.1129 1.2547 2.2018 -2.177 -1.762 -0.598
H -0.6057 0.6337 2.7006 0.865 -0.022 -1.421
H 0.5987 -0.5517 2.0885 0.041 0.603 0.725
H 2.7607 -0.8200 -4.1004 0.905 0.393 -1.143
H 1.6187 -0.6942 -3.1659 1.619 -1.477 -0.049
O 2.4195 -1.2894 -3.3613 -2.537 1.083 1.264
```
Forces are in eV/Å.

These are the natural (NBO) partial charges, in e, on atoms 1 to 2: atom 1 (C): -0.5970, atom 2 (C): -0.4188

***

Formula: C26H39F3IN3O4Si
Source: OMol25
Level of theory: the ωB97M-V functional and the def2-TZVPD basis

- LUMO (eV) = -1.570
- net charge = 0

```
77
Properties=species:S:1:pos:R:3:forces:R:3
C -2.9168 3.3501 -0.6613 -0.334 -0.343 0.161
C -2.7161 2.2337 -1.0514 0.163 -0.141 -0.125
C -2.5079 0.8684 -1.5736 -0.271 0.371 0.288
C -1.1244 0.6929 -2.2212 -0.072 -0.020 -0.184
C -1.0348 -0.3517 -3.3861 -0.804 0.758 -0.217
C -2.2744 -1.1548 -3.8097 0.776 -0.542 0.808
C -2.8710 -2.1571 -2.8177 -1.592 -0.181 -0.724
C -4.2753 -2.6036 -3.3520 1.079 -0.084 -0.328
N 0.2906 -1.0719 -3.1955 0.360 -0.406 -0.485
C 0.3315 -2.5241 -2.9619 -0.255 -1.174 0.557
C 0.0609 -3.2652 -4.2588 -0.199 -0.401 -0.209
O 0.1637 -2.7637 -5.3274 0.140 0.373 -0.077
I -0.5287 -5.3305 -4.1124 0.197 0.461 0.245
C 1.0974 -0.1831 -2.2941 1.868 2.645 0.418
N 2.3262 -0.7477 -1.8655 -0.228 -1.040 -0.499
O 1.4196 0.9102 -3.2374 -1.005 -0.685 0.202
N 2.7596 0.9255 -3.7891 0.520 -0.125 -0.554
O 2.7028 1.2275 -4.9067 0.019 0.096 0.549
C 0.1553 0.5144 -1.2801 -2.045 -0.166 -1.658
C 0.5593 1.9391 -0.8704 1.099 -0.262 0.806
C 1.9400 2.1168 -0.2094 -0.265 1.281 0.150
C 1.9828 3.5208 0.4400 -0.082 -0.564 -0.105
O 2.1586 1.1456 0.7960 -0.019 -0.337 -0.754
C -0.2121 -0.4621 -0.1511 0.704 0.921 1.088
F -1.0345 -1.4345 -0.6808 -0.324 -0.194 -0.137
F 0.8984 -1.1591 0.2162 -0.050 -0.468 0.076
C -0.7874 0.1445 1.1017 -0.626 -0.300 0.805
C -1.0625 -0.9179 2.2081 0.056 0.589 -0.283
Si 0.3480 -1.0259 3.4728 0.747 -1.036 1.074
C -0.3479 -1.9923 4.9530 0.000 0.452 -0.413
C 1.8538 -1.9326 2.8380 -0.609 0.164 -0.255
C 0.8585 0.6548 4.1439 0.049 0.589 -0.233
C 0.0099 1.4826 4.8938 -0.195 -0.192 -0.077
C 0.4214 2.7006 5.4126 0.239 0.434 0.179
C 1.7240 3.1513 5.2093 -0.072 -0.807 -0.416
C 2.5838 2.3403 4.4691 -0.146 0.479 0.307
C 2.1642 1.1225 3.9451 0.179 0.191 0.001
H -3.2560 4.2608 -0.2280 0.240 0.150 -0.091
H -2.7265 0.1662 -0.7723 0.084 -0.100 -0.096
H -3.2897 0.7266 -2.3232 0.103 -0.087 -0.076
H -1.0005 1.6318 -2.7582 0.323 0.092 0.224
H -0.8395 0.2526 -4.2721 0.191 -0.041 0.053
H -2.0348 -1.6487 -4.7543 -0.162 -0.010 -0.016
H -3.0293 -0.4063 -4.0487 0.056 0.092 -0.029
H -2.2933 -3.0780 -2.7601 0.214 0.192 0.360
H -3.0381 -1.7310 -1.8336 0.434 0.000 0.020
H -4.9532 -2.8571 -2.5436 -0.112 0.036 -0.040
H -4.1290 -3.4801 -3.9871 -0.225 -0.059 0.056
H -4.6867 -1.8355 -4.0069 -0.308 0.079 0.255
H 0.7647 -0.9441 -4.0971 -0.025 -0.218 -0.013
H -0.3437 -2.8611 -2.1800 -0.046 0.320 -0.080
H 1.3277 -2.8444 -2.6456 0.074 0.219 -0.159
H 2.7609 -0.1456 -1.1756 -0.058 0.161 -0.038
H 2.1826 -1.6251 -1.3766 0.008 0.202 0.090
H -0.1799 2.3482 -0.1850 -0.204 -0.301 0.009
H 0.5556 2.6092 -1.7263 -0.091 -0.179 -0.174
H 2.7082 2.0960 -0.9952 0.092 -0.302 0.092
H 1.0549 3.6681 0.9958 0.050 0.112 0.044
H 2.1017 4.3180 -0.2944 -0.001 0.004 0.012
H 2.7925 3.5434 1.1674 0.107 0.139 -0.101
H 3.1048 0.9908 0.8690 0.083 0.046 0.458
H -1.7072 0.7008 0.9188 0.096 0.011 -0.373
H -0.0877 0.8675 1.5240 0.187 0.008 -0.365
H -1.9621 -0.5981 2.7431 0.010 -0.098 -0.003
H -1.2827 -1.8948 1.7721 0.016 -0.043 0.080
H -0.7883 -2.9401 4.6360 -0.127 0.027 0.104
H 0.4490 -2.1969 5.6679 0.077 0.026 -0.060
H -1.0912 -1.3614 5.4513 -0.128 -0.266 0.048
H 1.5554 -2.7627 2.1861 0.077 -0.025 0.065
H 2.4710 -2.2439 3.6927 0.099 0.155 -0.090
H 2.4924 -1.2421 2.2865 0.073 -0.176 -0.103
H -1.0072 1.1650 5.1074 -0.021 -0.040 -0.047
H -0.2503 3.3146 6.0020 -0.134 -0.128 -0.025
H 2.0829 4.0813 5.6278 -0.096 0.073 0.037
H 3.6053 2.6788 4.3406 0.062 -0.205 -0.109
H 2.9133 0.5345 3.4326 -0.058 -0.360 0.167
F 3.9374 -1.2210 4.4564 0.031 0.156 -0.068
```
Forces are in eV/Å.

These are the Mulliken partial charges, in e, on atoms 1 to 2: atom 1 (C): -0.2786, atom 2 (C): -1.4672

***

Formula: C9H9NO2S
Source: OMol25
Level of theory: the ωB97M-V functional and the def2-TZVPD basis

- LUMO (eV) = 0.399
- net charge = 0

```
22
Properties=species:S:1:pos:R:3:forces:R:3
C 1.4639 -2.0107 -0.4316 0.102 -2.626 0.649
C 2.4545 -1.2073 -0.9189 0.873 0.210 -0.762
C 0.3786 -1.5471 0.3786 1.137 -2.727 -0.045
C 2.2612 0.1515 -0.8818 0.308 2.044 -0.377
C 0.2772 -0.2010 0.4840 0.187 -1.002 -1.094
C 1.1282 0.6316 -0.2798 -0.370 -0.837 1.329
C -0.7392 0.5202 1.2602 0.651 2.340 0.887
C -0.4473 1.9835 0.6954 2.049 -3.427 -0.985
C 0.6221 1.9640 -0.1392 -1.537 0.491 -0.087
N -2.0717 -0.0549 1.2859 0.886 -1.058 -1.909
O -3.8314 -1.0967 -0.2794 -6.331 -0.847 0.054
O -2.2646 0.5221 -1.3149 2.067 -0.362 1.111
S -2.4919 -0.8414 -0.2827 6.628 3.146 0.580
H 1.7167 -3.0898 -0.6725 -1.079 1.085 0.897
H 3.3766 -1.6346 -1.3515 -0.779 0.204 0.120
H -0.2643 -2.2948 0.9647 0.919 1.345 -1.155
H 2.9099 0.9481 -1.2908 0.022 -0.971 0.014
H -2.7578 0.4337 1.8282 -0.532 0.256 -0.172
H -0.2898 0.4675 2.2773 -0.568 0.339 -0.114
H -1.2721 0.8292 -1.2065 -2.649 -0.826 -0.322
H -1.0120 2.8074 0.7562 -2.317 2.766 0.808
H 0.8534 2.7196 -0.8810 0.334 0.456 0.573
```
Forces are in eV/Å.

These are the natural (NBO) partial charges, in e, on atoms 1 to 2: atom 1 (C): -0.2087, atom 2 (C): -0.2123

***

Formula: CaH2O
Source: OMol25
Level of theory: the ωB97M-V functional and the def2-TZVPD basis

- LUMO (eV) = -11.540
- net charge = +2

```
4
Properties=species:S:1:pos:R:3:forces:R:3
O -0.1140 0.4741 -0.3216 0.300 -0.847 1.198
H -0.9764 0.8173 0.0050 0.548 -0.093 -0.379
H 0.5603 1.0448 0.1118 -0.558 -0.102 -0.502
Ca 0.5302 -2.3362 0.2048 -0.289 1.042 -0.317
```
Forces are in eV/Å.

These are the natural (NBO) partial charges, in e, on atoms 1 to 2: atom 1 (O): -1.0288, atom 2 (H): 0.5296

***

What is the LUMO in the first record? 0.807 eV